C3H4N2O5 in the gas phase in a non-equilibrium geometry, computed with the ωB97M-V functional and the def2-TZVPD basis.

Structure (XYZ):
```
14
Properties=species:S:1:pos:R:3:forces:R:3:nbo_charge:R:1
C -1.030900 0.931372 -0.071305 -1.61 -2.07 0.46 0.615
C 1.347495 0.815865 -0.019789 -1.32 -2.71 -0.78 0.674
C -1.034652 -0.621000 0.241491 1.63 -0.30 -0.82 0.754
N 0.131467 1.529397 0.047424 -0.37 0.35 0.56 -0.609
N 1.061310 -0.409417 -0.418465 -2.68 -0.05 -0.47 -0.318
O -2.106308 1.378806 -0.424896 0.34 0.13 -0.08 -0.590
O 2.426646 1.238997 0.209421 2.94 2.16 0.91 -0.653
O -1.687830 -1.389708 -0.630565 -0.70 2.90 -1.14 -0.639
O -0.880381 -1.065004 1.480971 0.30 2.02 -0.93 -0.630
O 2.062101 -1.314961 -0.478599 2.41 -0.57 0.72 -0.561
H 0.093130 2.492945 -0.132413 0.38 1.51 -0.19 0.422
H -2.066159 -0.740943 -1.405521 1.32 -2.09 2.62 0.541
H -1.259999 -1.898814 1.716041 -0.54 -1.15 -0.41 0.518
H 2.944085 -0.947534 -0.113794 -2.11 -0.11 -0.45 0.476
```
Forces are in eV/Å.

For the HOMO energy, the calculation gives -8.060 eV. The relative energy (zero: lowest compared OMol25 entry of this formula, charge and spin) is 136.5 kJ/mol. The value obtained for the energy is -602.3357 Ha. The HOMO-LUMO gap is 8.127 eV.